(1)
The following is a quantum chemistry calculation of a structure of composition C43H41FO17V in a non-equilibrium geometry, from the Open Molecules 2025 dataset.

```
103
Properties=species:S:1:pos:R:3:forces:R:3
V 0.542 -1.072 0.483 1.6 -5.6 2.0
F 3.545 -0.372 4.409 0.1 -0.1 -0.1
O -4.307 2.690 -4.820 -0.1 0.1 -0.3
O 0.913 4.266 -1.947 -0.5 0.2 0.1
O 1.139 -2.644 -1.256 0.0 1.6 0.5
O -1.466 -2.291 -0.245 0.5 0.6 1.1
O 2.633 -0.299 0.987 -0.5 -0.1 -0.2
O -1.691 -1.815 -2.909 -0.4 -0.6 0.0
O -0.305 2.793 -4.083 0.7 -0.4 0.2
O -6.259 -3.357 2.299 -1.4 0.0 -0.2
O 0.293 0.162 -0.378 -0.5 3.1 -1.9
O 0.111 -0.767 2.007 -0.2 -0.1 -1.1
O 0.326 -4.803 2.344 -0.2 0.1 0.1
O 0.599 -2.541 -5.057 0.2 -0.5 0.5
O 1.745 -2.941 0.799 -0.1 1.5 2.2
O 2.159 -4.563 -0.706 0.5 1.0 0.5
O 5.817 1.785 -3.018 0.0 -0.5 -0.4
O -1.885 -2.632 6.903 -0.1 0.0 -0.3
O -1.378 4.473 3.117 0.2 0.1 -0.2
C -2.728 -2.499 1.798 1.0 0.1 -0.2
C -3.399 -0.874 -4.328 1.6 0.4 -0.1
C 1.710 2.581 3.488 -0.4 0.2 -0.4
C 5.015 1.249 -2.039 1.0 0.8 1.2
C 4.661 2.041 -0.949 -1.0 -0.2 -0.2
C -5.048 -3.228 1.701 2.7 0.5 -0.6
C -4.901 -3.317 0.304 -1.9 -0.6 1.1
C 0.321 4.368 -0.697 0.9 0.3 0.6
C -1.901 0.546 -3.064 -1.9 -0.4 1.0
C 0.872 -0.642 -3.666 1.1 -0.5 0.7
C 4.361 1.764 3.846 0.1 -0.3 0.1
C 4.744 -0.101 -2.014 0.0 -0.2 -1.0
C -1.344 -4.771 3.993 -0.2 -0.1 0.4
C -1.900 -4.199 5.124 -0.8 -0.4 -0.1
C -3.968 0.264 -4.857 -1.2 0.3 -0.1
C 0.129 5.408 1.469 -0.7 -0.9 0.2
C 3.853 -0.614 -1.097 0.3 -0.5 1.1
C -0.816 4.444 1.869 1.1 0.6 -0.5
C 0.358 -3.093 4.042 0.7 0.1 0.0
C 4.066 3.089 3.530 -0.1 0.6 0.4
C -3.727 -3.054 -0.327 1.5 1.0 0.1
C 3.884 1.494 0.078 0.3 0.2 -0.5
C 2.755 3.502 3.363 -0.6 -0.5 -0.5
C 0.355 -1.226 -4.802 0.2 1.1 -1.3
C -2.648 1.662 -3.462 1.1 -0.1 0.8
C 0.702 5.362 0.193 -0.9 1.0 0.8
C -1.090 3.424 0.981 -1.5 -0.8 0.7
C -3.897 -2.863 2.433 -1.9 -0.4 -0.2
C -1.337 -3.095 5.711 0.7 0.0 1.1
C -0.536 3.379 -0.259 1.1 0.0 -1.6
C -0.001 1.465 -4.312 1.1 1.1 -0.9
C 1.770 -3.424 -0.401 -1.7 -1.6 -2.1
C -0.190 -4.229 3.463 0.3 0.0 -1.1
C 3.310 0.898 4.029 -1.1 1.0 0.0
C -0.365 0.962 -5.565 0.5 -0.9 0.7
C 3.472 0.176 -0.017 0.1 0.5 -0.4
C 1.967 1.298 3.860 1.8 -2.0 0.7
C -2.298 -0.703 -3.470 -0.5 -0.6 0.1
C -2.623 -2.586 0.422 -1.2 -0.6 -0.6
C -3.636 1.554 -4.410 0.1 -0.6 0.6
C -0.248 -0.413 -5.753 0.0 0.4 -0.5
C 0.702 0.704 -3.370 -0.2 0.0 -1.7
C -0.150 -2.575 5.220 -0.7 0.3 -0.5
H -0.554 -0.854 -6.698 0.0 0.1 0.0
H 4.827 3.859 3.506 0.3 -0.3 -0.3
H -1.331 -1.916 7.224 0.0 0.0 0.0
H 0.916 5.159 -2.314 0.2 -0.2 -0.2
H 1.193 -2.623 3.537 0.1 -0.1 0.1
H 1.255 6.263 -0.053 0.5 -0.4 -0.4
H 6.310 2.528 -2.664 -0.1 0.1 0.1
H 2.471 4.478 2.990 0.4 0.2 0.2
H 3.141 -0.756 1.670 -0.3 -0.4 -0.2
H 3.586 2.088 0.931 -0.1 0.0 0.0
H 0.892 -4.185 1.819 0.1 0.0 0.2
H -0.644 2.548 -0.948 -0.5 -0.1 0.3
H 5.356 1.354 3.967 0.1 0.3 0.0
H 0.693 2.813 3.198 0.0 0.3 0.3
H -3.633 -1.863 -4.696 -0.2 0.0 0.2
H -6.354 -4.033 2.972 0.6 -0.1 0.0
H 1.289 0.470 4.029 -0.6 0.4 -0.3
H -2.820 -4.600 5.537 0.1 0.0 0.1
H 3.581 -1.663 -1.098 -0.1 0.0 -0.1
H -1.840 -2.138 2.306 -0.2 -0.2 0.4
H -5.783 -3.654 -0.235 0.1 0.1 -0.2
H 1.434 -1.317 -3.030 0.0 0.1 0.4
H -0.752 -1.851 -3.155 -0.1 0.0 0.3
H -1.822 2.650 1.195 0.2 0.0 0.4
H 0.389 6.157 2.211 0.2 0.3 -0.3
H 5.267 -0.738 -2.718 -0.4 0.0 -0.2
H 1.037 1.170 -2.453 0.1 -0.2 0.1
H -1.641 -2.262 -1.207 0.4 0.2 -0.2
H -0.686 1.607 -6.368 -0.4 0.1 0.2
H 0.270 -1.690 5.687 0.2 0.0 -0.1
H 4.844 3.108 -1.018 0.2 0.0 0.3
H -1.147 0.572 -2.286 -0.6 0.3 0.0
H -5.205 2.686 -4.477 0.0 -0.1 0.0
H 0.004 3.008 -3.186 0.2 0.3 -0.3
H -4.818 0.140 -5.520 0.1 0.2 -0.2
H -3.613 -3.087 -1.403 -0.2 -0.2 -0.1
H 0.159 -2.833 -5.858 -0.1 0.2 -0.1
H -1.819 -5.622 3.525 0.1 0.0 -0.1
H -2.274 2.568 -2.997 -0.9 0.3 -0.4
H -0.905 5.169 3.590 -0.3 -0.1 0.2
H -4.063 -2.907 3.503 0.6 0.4 0.1
```
Forces are in eV/Å.

Highest occupied orbital energy ... -0.1818 Eh
Electronic energy ... -3986.2089 hartree
Net charge ... -1

These are the Mulliken partial charges, in e, on atoms 1 to 99: V 1.8169; F -0.3749; O -0.5524; O -0.5007; O -0.6326; O 0.2358; O 0.1183; O -0.5741; O -0.6267; O -0.5881; O -0.2571; O -0.6255; O -0.6552; O -0.5399; O -0.9072; O -0.8309; O -0.5803; O -0.5907; O -0.5253; C -0.3616; C -0.7420; C -0.1049; C 0.7522; C -0.7893; C 0.0569; C -0.4199; C -0.0719; C 0.9881; C -0.8210; C -0.3753; C -0.7618; C -0.2633; C -0.6746; C -0.7792; C -0.6202; C -0.0448; C 0.1687; C -0.4019; C -0.4701; C -1.0684; C 0.0705; C -0.3734; C 0.6964; C -0.1659; C -0.6402; C -0.1189; C -0.3838; C 0.9141; C 0.1256; C 0.6222; C 0.6583; C -0.0188; C 0.3158; C -0.9856; C -0.4562; C -0.5728; C -0.5175; C 0.9067; C -0.1189; C -0.4997; C -0.3511; C -0.4237; H 0.2626; H 0.3702; H 0.2889; H 0.2909; H 0.3858; H 0.3606; H 0.3138; H 0.3105; H 0.0762; H 0.2238; H 0.3139; H 0.4021; H 0.4498; H 0.4760; H 0.4875; H 0.3232; H 0.3526; H 0.3944; H 0.3031; H 0.2824; H 0.3747; H 0.2744; H -0.0289; H 0.3841; H 0.3226; H 0.4350; H 0.9515; H 0.0293; H 0.4631; H 0.1835; H 0.2919; H 0.7176; H 0.3546; H 0.2148; H 0.4188; H 0.4519; H 0.3375

---

(2)
The following is a quantum chemistry calculation of an isolated molecule of C21H21FN4O3S in a non-equilibrium geometry, from the Open Molecules 2025 dataset.

```
51
Properties=species:S:1:pos:R:3:forces:R:3
S 0.187 1.817 -0.086 0.7 -0.6 -0.2
F 7.378 -1.304 1.368 -0.1 0.1 0.0
O -2.157 2.631 0.344 -0.3 0.1 0.1
O -6.142 0.486 0.082 -0.2 0.0 0.1
O 3.057 2.754 -0.702 0.0 0.0 0.0
N -4.259 -0.731 -0.278 0.0 -0.1 -0.1
N 0.003 -0.682 -0.681 -0.2 -0.3 -0.1
N -4.154 1.561 0.226 -0.1 0.2 0.1
N -2.295 -1.952 -0.695 -0.4 0.0 0.0
C 2.110 -2.837 -0.608 0.1 -0.1 0.1
C 5.068 -0.879 1.517 0.3 -0.1 0.0
C -4.933 0.457 0.020 0.0 0.0 -0.1
C -5.087 -1.921 -0.423 -0.3 -0.5 0.1
C 4.094 0.777 0.069 0.2 0.2 0.1
C 6.301 -0.612 0.946 -0.1 0.0 0.0
C 2.250 -1.452 -1.189 0.1 -0.1 -0.1
C 5.351 1.048 -0.466 -0.2 -0.1 0.1
C -2.139 0.349 -0.197 -0.1 0.1 0.0
C 1.639 0.905 -0.429 -0.9 -0.3 -0.1
C -0.716 0.362 -0.341 0.2 0.7 0.1
C 3.963 -0.180 1.072 0.1 0.1 -0.2
C 6.462 0.346 -0.040 0.1 -0.1 0.1
C -5.482 -2.149 2.063 0.0 -0.1 -0.1
C 2.928 1.584 -0.396 0.3 -0.1 0.0
C -4.808 2.818 0.547 -0.2 0.3 0.1
C 1.728 -2.589 -2.027 0.0 0.0 -0.1
C -5.005 -2.846 0.795 -0.1 0.2 0.0
C -2.764 1.592 0.143 -0.1 -0.6 -0.1
C 1.323 -0.401 -0.746 0.6 0.8 0.2
C -2.902 -0.797 -0.400 0.4 0.3 0.1
H 0.680 -2.577 -2.281 -0.1 0.0 0.0
H -5.880 2.647 0.583 0.1 0.0 0.0
H -4.444 3.178 1.509 0.0 0.0 -0.1
H 1.319 -2.991 0.110 -0.1 0.1 0.0
H 2.369 -2.967 -2.809 0.1 0.0 0.0
H 4.989 -1.621 2.296 0.0 -0.1 0.1
H -2.801 -2.774 -0.965 0.0 0.0 0.0
H 7.441 0.533 -0.453 0.1 0.0 0.0
H -4.817 -1.330 2.327 0.0 0.1 0.1
H -4.564 3.558 -0.215 0.0 0.0 0.1
H 3.251 -1.103 -1.400 0.0 -0.2 0.0
H 3.013 -3.389 -0.398 0.1 0.0 0.0
H -5.503 -2.850 2.894 0.0 0.0 0.1
H 5.439 1.813 -1.223 0.0 0.1 -0.1
H -6.113 -1.560 -0.530 0.2 -0.1 -0.1
H 2.996 -0.370 1.511 -0.1 0.0 0.0
H -1.277 -1.861 -0.815 0.0 -0.2 -0.1
H -4.810 -2.447 -1.342 0.0 0.1 0.0
H -5.636 -3.713 0.594 0.1 -0.1 -0.1
H -3.982 -3.198 0.942 0.0 -0.1 0.0
H -6.481 -1.743 1.923 -0.1 0.1 0.0
```
Forces are in eV/Å.

SMILES ... CCCn1c(N)c(-c2nc(C3CC3)c(C(=O)c3ccc(F)cc3)s2)c(=O)n(C)c1=O
Energy above the lowest of the compared OMol25 structures with the same formula, charge and spin ... 0.9 kJ/mol
Highest occupied orbital energy ... -0.2912 Eh
Electronic energy ... -1755.7043 hartree
Net charge ... 0

Let us look at the Mulliken charges, expressed in e, one per atom: S -0.3463; F -0.3295; O -0.7162; O -0.6417; O -0.6073; N 0.0798; N -0.5658; N -0.0463; N -0.1845; C -0.6375; C -0.6765; C 0.8702; C -1.6889; C -0.0112; C 0.3822; C 0.1238; C -0.3553; C -0.0637; C 0.8485; C 0.2357; C 0.1459; C -0.6217; C -1.2575; C -0.0915; C -1.1521; C -0.7853; C -0.1244; C 0.6947; C -0.9823; C 0.6238; H 0.2038; H 0.3744; H 0.3373; H 0.2208; H 0.2685; H 0.4557; H 0.2751; H 0.4379; H 0.2621; H 0.3319; H 0.6513; H 0.3143; H 0.4129; H 0.4429; H 0.5218; H 0.4786; H 0.3864; H 0.4920; H 0.4268; H 0.2882; H 0.2980

---

(3)
The following is a quantum chemistry calculation of a structure of composition C18H14CoF5IN2 in a non-equilibrium geometry, from the Open Molecules 2025 dataset.

```
41
Properties=species:S:1:pos:R:3:forces:R:3
I -2.281 0.682 -0.431 -1.7 0.9 -2.3
Co 0.394 0.228 -0.517 -1.1 -2.5 3.8
F 3.709 -3.729 0.685 -0.1 0.2 0.0
F 4.764 -2.488 2.993 -1.2 0.7 -1.6
F 2.170 -2.348 -0.993 -0.8 -0.9 -0.7
F 2.524 1.500 1.576 -0.3 -0.8 0.5
F 4.141 0.263 3.329 -0.4 -1.3 -1.0
N 0.347 -0.378 -2.263 -1.2 -1.2 -0.5
N 0.809 1.940 -0.933 -0.4 2.7 -0.9
C 0.548 0.728 -3.005 -0.5 -2.4 -1.0
C 0.926 3.223 -2.914 0.1 -0.4 0.4
C 2.630 0.133 1.477 1.1 -0.8 0.2
C -0.800 -1.451 1.078 0.2 -3.3 0.8
C 1.971 -0.521 0.437 1.0 0.7 0.9
C -0.177 -1.583 -2.652 1.2 2.6 -1.1
C -0.797 -0.096 1.797 1.4 2.4 3.4
C 0.758 3.015 -0.114 0.5 -0.6 -1.8
C 0.373 0.589 -4.374 0.0 -1.0 1.1
C 3.565 -0.504 2.337 -0.3 1.1 -0.2
C 0.002 -0.673 -4.869 0.4 1.1 0.8
C 1.039 4.340 -2.087 0.0 -0.2 0.1
C 3.908 -1.856 2.104 0.2 0.9 1.3
C 0.806 1.995 -2.295 0.3 1.1 1.6
C -0.292 -1.739 -4.022 0.1 0.3 0.4
C 3.341 -2.471 0.993 0.4 -0.2 0.2
C 2.441 -1.774 0.177 1.3 -0.2 1.2
C 0.935 4.255 -0.684 0.1 0.2 -0.8
H -0.278 -2.039 1.940 -1.3 0.2 -1.5
H 1.199 5.278 -2.582 0.0 0.5 0.1
H 0.125 -0.169 2.441 -1.2 0.1 0.2
H -1.865 -1.703 0.949 0.6 -0.3 0.3
H 1.002 5.125 -0.046 -0.1 0.1 -0.2
H 0.941 3.208 -3.998 0.0 0.7 0.2
H -0.326 -2.042 0.183 -0.2 2.4 0.9
H 0.586 2.859 0.946 0.2 -0.1 -0.2
H -0.486 -2.328 -1.909 0.5 0.5 -0.3
H -0.594 -2.692 -4.372 -0.4 -0.6 -0.7
H 0.565 1.463 -4.928 0.0 0.5 -1.3
H -0.769 1.073 1.579 0.1 -2.8 -0.6
H -1.776 -0.132 2.410 1.8 0.0 -0.6
H -0.046 -0.758 -5.922 -0.2 -0.4 -0.9
```
Forces are in eV/Å.

Highest occupied orbital energy (alpha / beta) ... -0.2717 / -0.2746 Eh
Multiplicity ... 4
Expectation value of S² ... 3.761
Electronic energy ... -2983.4550 hartree
Net charge ... 0

Let us look at the Mulliken charges, expressed in e, one per atom: I -0.3274; Co -1.0840; F -0.3033; F -0.3007; F -0.3490; F -0.3349; F -0.3067; N 0.4699; N 0.4770; C 0.7906; C -0.9486; C 0.3247; C -0.7083; C 0.0515; C 0.0272; C -1.0136; C 0.0420; C -0.9888; C 0.0491; C -0.4909; C -0.3355; C 0.4866; C 0.6888; C -0.8882; C 0.0251; C 0.7501; C -0.9878; H 0.2558; H 0.4418; H 0.3422; H 0.4799; H 0.3983; H 0.4082; H 0.0915; H 0.4641; H 0.4168; H 0.4477; H 0.4893; H 0.2034; H 0.2850; H 0.4610